1.
DFT (ωB97M-V with the def2-TZVPD basis set) results for one molecule with the formula C6H4O4 at a distorted geometry.

ΔE to the lowest compared entry with this formula, charge and spin, kJ/mol: 339.18
SMILES string: O=C(O)C(=O)c1ccco1
HOMO energy, Ha: -0.34654
Charge: 0
HOMO-LUMO gap, Ha: 0.349
E_LUMO, eV: 0.0544

CARTESIAN COORDINATES (ANGSTROEM)
C: -2.298 -0.140 -0.105
C: -1.172 0.812 -0.347
C: 0.238 0.164 -0.127
C: 0.725 -0.947 -0.099
C: 2.175 -0.899 0.149
C: 2.484 0.480 0.051
H: -3.143 0.801 1.353
H: 0.151 -1.875 -0.196
H: 3.104 -1.641 0.263
H: 3.317 1.202 -0.288
O: -3.057 0.066 0.867
O: -2.467 -1.116 -0.917
O: -1.380 1.922 -0.494
O: 1.325 1.169 -0.111

2.
DFT (ωB97M-V with the def2-TZVPD basis set) results for C6H4O6S5SbW as an isolated structure at a distorted geometry.

<S²>: 0.940
HOMO energy (spin up / spin down), Ha: -0.62426 / -0.63443
Charge: +2
HOMO-LUMO gap (spin up / spin down), Ha: 0.220 / 0.246
Spin multiplicity: 2
E_LUMO (spin up / spin down), eV: -11.0055 / -10.5751

CARTESIAN COORDINATES (ANGSTROEM)
W: 0.262 2.342 0.586
S: -1.934 3.687 3.875
Sb: -0.514 4.421 2.287
S: 1.695 3.488 2.019
S: -1.063 4.186 -0.024
O: 3.046 -0.302 0.815
S: 1.812 0.219 0.402
O: 0.799 0.654 1.478
O: 1.884 1.607 -0.303
C: 0.808 -0.962 -0.413
C: 1.445 -2.083 -0.872
C: 0.677 -3.167 -1.332
C: -0.691 -3.126 -1.279
C: -1.359 -1.980 -0.808
C: -0.624 -0.907 -0.375
S: -1.516 0.614 -0.279
O: -1.432 1.405 1.061
O: -2.812 0.508 -0.808
O: -0.474 1.485 -1.028
H: 2.526 -2.142 -0.851
H: 1.180 -4.043 -1.718
H: -1.274 -3.969 -1.623
H: -2.440 -1.935 -0.811

3.
DFT (ωB97M-V with the def2-TZVPD basis set) results for C6H4PdS6 as an isolated structure at a distorted geometry.

HOMO energy, Ha: -0.26566
Charge: 0
HOMO-LUMO gap, Ha: 0.131
E_LUMO, eV: -3.6559

CARTESIAN COORDINATES (ANGSTROEM)
Pd: 1.968 0.212 -1.391
S: 0.413 1.664 -0.473
C: -0.674 0.628 0.398
C: -1.753 1.206 1.084
C: -2.635 0.417 1.785
C: -2.463 -0.965 1.819
C: -1.409 -1.546 1.151
C: -0.501 -0.754 0.432
S: 0.813 -1.533 -0.394
H: -1.877 2.282 1.051
H: -3.465 0.870 2.312
H: -3.159 -1.583 2.371
H: -1.266 -2.620 1.171
S: 3.498 -1.343 -2.251
S: 4.953 -0.496 -3.184
S: 4.509 1.514 -3.506
S: 3.045 2.046 -2.376

4.
DFT (ωB97M-V with the def2-TZVPD basis set) results for a 21-piece molecular cluster, C6H55BClO22 overall at a distorted geometry.

HOMO energy, Ha: -0.19505
Charge: -1
HOMO-LUMO gap, Ha: 0.246
E_LUMO, eV: 1.3781

CARTESIAN COORDINATES (ANGSTROEM)
O: 2.244 -5.188 1.283
C: 1.881 -3.804 1.523
C: 2.650 -2.834 0.592
C: 2.082 -1.400 0.883
C: 0.624 -1.217 0.330
B: -0.512 -0.902 1.463
Cl: -1.669 0.532 0.946
C: -1.375 -2.198 1.965
C: -1.872 -3.159 0.831
O: -3.316 -3.292 0.853
H: 1.447 -5.616 0.991
H: 0.812 -3.705 1.282
H: 2.051 -3.507 2.572
H: 3.742 -2.851 0.774
H: 2.455 -3.111 -0.462
H: 2.124 -1.196 1.970
H: 2.793 -0.691 0.411
H: 0.414 -2.087 -0.325
H: 0.654 -0.337 -0.344
H: 0.072 -0.488 2.439
H: -2.283 -1.902 2.542
H: -0.752 -2.768 2.673
H: -1.487 -4.183 1.026
H: -1.613 -2.811 -0.186
H: -3.626 -2.385 0.861
O: 0.707 -0.754 -2.813
H: 0.130 -1.400 -3.238
H: 0.833 -0.082 -3.491
O: 1.420 1.919 -2.693
H: 0.896 1.528 -1.978
H: 1.137 2.839 -2.714
O: 2.864 4.401 -2.220
H: 3.705 4.865 -2.071
H: 3.124 3.504 -2.472
O: 1.381 4.598 0.374
H: 1.708 4.436 -0.522
H: 2.164 4.504 0.928
O: 4.703 -6.533 0.494
H: 3.837 -6.098 0.573
H: 4.839 -6.929 1.356
O: 1.502 7.206 1.908
H: 1.334 6.999 2.831
H: 1.332 6.372 1.444
O: -1.520 -4.702 4.381
H: -1.777 -4.953 5.275
H: -1.721 -5.480 3.856
O: 3.905 4.335 2.528
H: 4.783 4.533 2.190
H: 3.672 5.114 3.044
O: -1.112 4.095 -1.458
H: -0.547 4.102 -0.677
H: -2.006 4.094 -1.098
O: 4.643 6.410 -1.513
H: 3.987 7.067 -1.254
H: 5.482 6.795 -1.247
O: 1.622 6.258 -4.622
H: 0.765 6.686 -4.526
H: 1.774 5.847 -3.762
O: 0.037 -2.447 6.164
H: -0.368 -3.157 5.652
H: 0.819 -2.852 6.547
O: -3.535 -2.688 5.893
H: -3.139 -3.337 5.298
H: -3.545 -1.879 5.375
O: -1.704 -2.563 -3.550
H: -1.864 -3.182 -4.266
H: -2.045 -3.013 -2.768
O: -4.106 -0.753 -3.342
H: -3.211 -0.620 -3.687
H: -4.279 0.042 -2.830
O: 1.008 4.646 -7.021
H: 0.969 5.099 -6.164
H: 0.193 4.900 -7.462
O: -3.927 -4.792 3.339
H: -4.487 -5.387 2.834
H: -3.739 -4.081 2.689
O: -3.098 3.514 1.059
H: -2.258 3.944 1.239
H: -2.846 2.606 0.830
O: -5.701 -2.487 -1.302
H: -6.304 -3.104 -1.724
H: -5.522 -1.829 -1.984
O: -1.725 0.671 -4.899
H: -0.837 0.804 -5.241
H: -1.898 1.466 -4.385

5.
DFT (ωB97M-V with the def2-TZVPD basis set) results for one molecule with the formula C6H5BrF2O at a distorted geometry.

ΔE to the lowest compared entry with this formula, charge and spin, kJ/mol: 259.06
HOMO energy (spin up / spin down), Ha: -0.26706 / -0.26722
Charge: 0
HOMO-LUMO gap (spin up / spin down), Ha: 0.234 / 0.234
E_LUMO (spin up / spin down), eV: -0.9070 / -0.9045

CARTESIAN COORDINATES (ANGSTROEM)
C: -0.147 1.238 -0.929
C: -1.014 2.139 -0.453
C: -1.446 2.437 0.815
C: 0.259 0.014 -0.155
C: -0.651 -0.444 1.050
C: -2.127 -0.099 0.823
O: -1.941 2.983 1.736
F: -1.431 3.148 -1.317
F: -2.941 -0.202 1.926
Br: -2.945 -0.795 -0.825
H: 0.023 1.346 -2.087
H: 0.306 -0.858 -0.776
H: 1.197 0.194 0.348
H: -0.512 -1.486 1.055
H: -0.507 -0.006 2.050

6.
DFT (ωB97M-V with the def2-TZVPD basis set) results for one molecule with the formula C6H5BrN2S at a distorted geometry.

ΔE to the lowest compared entry with this formula, charge and spin, kJ/mol: 102.06
SMILES string: N#C/C(=N\C=S)[C@H]1C[C@@H]1Br
HOMO energy, Ha: -0.33034
Charge: 0
HOMO-LUMO gap, Ha: 0.288
E_LUMO, eV: -1.1644

CARTESIAN COORDINATES (ANGSTROEM)
C: 0.452 -0.539 0.692
C: 0.511 2.770 -0.607
C: -0.245 0.603 0.164
C: -1.644 0.463 -0.265
C: -0.292 -1.783 0.988
C: 0.385 -1.719 -0.287
N: 0.450 1.653 0.092
N: -2.722 0.730 -0.510
S: 0.544 2.818 -2.241
Br: 1.987 -2.724 -0.618
H: 1.379 -0.172 1.165
H: 0.656 3.555 -0.044
H: 0.043 -2.516 1.775
H: -1.370 -1.841 0.924
H: -0.134 -1.299 -1.229

7.
DFT (ωB97M-V with the def2-TZVPD basis set) results for an isolated ion of composition C6H5BrN5 and charge +1 at a distorted geometry.

HOMO energy (spin up / spin down), Ha: -0.46400 / -0.46447
Charge: +1
HOMO-LUMO gap (spin up / spin down), Ha: 0.248 / 0.249
E_LUMO (spin up / spin down), eV: -5.8706 / -5.8625

CARTESIAN COORDINATES (ANGSTROEM)
C: 1.768 2.223 0.439
C: 1.205 0.341 1.795
C: -1.453 -0.642 0.500
C: 0.866 -1.045 -0.247
C: -1.561 0.827 0.588
C: 0.744 1.373 0.943
N: 2.714 2.717 0.046
N: 1.484 -0.383 2.660
N: -0.296 -1.030 -0.085
N: -0.519 1.705 0.546
N: 1.994 -1.463 -0.650
Br: -1.605 -1.601 2.518
H: -2.394 -1.005 0.060
H: -2.626 1.241 0.369
H: -0.609 2.593 0.206
H: 2.189 -2.472 -0.788
H: 2.706 -0.819 -0.883

8.
DFT (ωB97M-V with the def2-TZVPD basis set) results for one molecule with the formula C6H5BrO at a distorted geometry.

ΔE to the lowest compared entry with this formula, charge and spin, kJ/mol: 0.00
SMILES string: Br[C@@]12C=CC=C[C@@H]1O2
HOMO energy, Ha: -0.34930
Charge: 0
HOMO-LUMO gap, Ha: 0.352
E_LUMO, eV: 0.0829

CARTESIAN COORDINATES (ANGSTROEM)
C: -1.499 0.087 -0.112
C: -0.729 1.308 0.223
C: -0.966 -1.096 -0.431
C: 0.620 1.264 0.353
C: 0.542 -1.248 -0.318
C: 1.216 -0.091 0.178
O: 0.914 -1.100 1.053
Br: 3.284 0.296 -0.290
H: -2.616 0.024 -0.129
H: -1.380 2.099 0.340
H: -1.703 -1.800 -0.723
H: 1.102 2.195 0.585
H: 1.216 -1.937 -0.728

9.
DFT (ωB97M-V with the def2-TZVPD basis set) results for a 2-piece molecular cluster, C6H5BrO overall at a distorted geometry.

ΔE to the lowest compared entry with this formula, charge and spin, kJ/mol: 301.32
HOMO energy (spin up / spin down), Ha: -0.30467 / -0.30655
Charge: 0
HOMO-LUMO gap (spin up / spin down), Ha: 0.293 / 0.177
E_LUMO (spin up / spin down), eV: -0.3217 / -3.5229

CARTESIAN COORDINATES (ANGSTROEM)
C: 0.699 0.181 0.345
C: 0.557 -0.976 0.974
C: -0.256 0.266 -0.758
C: -0.407 -1.771 0.136
C: -0.596 1.132 -1.693
C: -0.753 -2.942 0.641
O: -0.935 -0.935 -0.786
Br: 2.682 -1.456 -1.862
H: 1.439 0.868 0.672
H: 1.128 -1.227 1.833
H: -1.352 0.723 -2.490
H: -0.169 2.100 -1.679
H: -0.128 -3.681 0.971

10.
DFT (ωB97M-V with the def2-TZVPD basis set) results for C6H5Cl2N2S as an isolated structure at a distorted geometry.

ΔE to the lowest compared entry with this formula, charge and spin, kJ/mol: 112.31
HOMO energy, Ha: -0.47293
Charge: +1
HOMO-LUMO gap, Ha: 0.326
E_LUMO, eV: -4.0086

CARTESIAN COORDINATES (ANGSTROEM)
C: -0.693 2.054 -0.897
C: -1.247 1.587 -2.059
C: -0.133 1.031 -0.070
C: -0.191 -0.193 -0.709
C: 0.957 -1.474 0.895
C: 0.367 1.210 1.291
N: 0.271 -1.403 -0.214
N: 1.238 -0.450 1.581
S: -0.977 -0.071 -2.203
Cl: -0.836 1.239 2.567
Cl: 1.688 2.298 1.623
H: -0.305 3.114 -0.754
H: -1.894 2.139 -2.833
H: 1.541 -2.445 1.060
H: 0.391 -2.191 -0.816
H: 1.825 -0.222 2.353

11.
DFT (ωB97M-V with the def2-TZVPD basis set) results for one molecule with the formula C6H5Cl2NO2S2 at a distorted geometry.

ΔE to the lowest compared entry with this formula, charge and spin, kJ/mol: 0.00
HOMO energy, Ha: -0.36003
Charge: 0
HOMO-LUMO gap, Ha: 0.332
E_LUMO, eV: -0.7579

CARTESIAN COORDINATES (ANGSTROEM)
C: 2.679 0.244 0.010
C: 2.019 -0.459 0.995
C: 1.979 0.737 -1.049
C: 0.644 -0.659 0.866
C: 0.568 0.506 -1.204
C: -0.131 -0.121 -0.152
N: -1.584 -0.080 -0.204
O: -3.693 -1.089 0.590
O: -3.625 1.284 -0.787
S: -2.310 -1.260 0.871
S: -2.221 1.381 -0.647
Cl: -1.630 -2.973 -0.102
Cl: -1.979 2.600 1.269
H: 3.732 0.320 0.068
H: 2.446 -1.158 1.714
H: 2.544 1.114 -1.883
H: 0.433 -1.293 1.666
H: 0.129 0.905 -2.020

12.
DFT (ωB97M-V with the def2-TZVPD basis set) results for C6H5Cl2NO3ScTl as an isolated structure at a distorted geometry.

ΔE to the lowest compared entry with this formula, charge and spin, kJ/mol: 0.00
HOMO energy (spin up / spin down), Ha: -0.90966 / -0.91704
Charge: +4
HOMO-LUMO gap (spin up / spin down), Ha: 0.201 / 0.128
E_LUMO (spin up / spin down), eV: -19.2862 / -21.4669

CARTESIAN COORDINATES (ANGSTROEM)
Tl: -1.746 -0.318 -4.704
Sc: -0.307 0.045 -0.895
Cl: -0.310 -1.799 -2.424
Cl: -1.601 1.690 -1.795
C: 1.339 1.459 -0.195
C: 0.068 -2.314 -5.545
C: 0.296 1.176 -6.166
O: 2.013 2.322 0.189
O: 0.661 -3.289 -5.545
O: 0.932 2.032 -6.584
C: 0.488 0.313 4.443
C: -0.658 -0.483 3.749
C: -0.652 -0.426 2.309
N: -0.635 -0.325 1.141
H: 1.475 -0.106 4.217
H: 0.398 0.301 5.538
H: 0.488 1.367 4.142
H: -0.611 -1.547 4.047
H: -1.640 -0.099 4.079

13.
DFT (ωB97M-V with the def2-TZVPD basis set) results for one molecule with the formula C6H5Cl3O at a distorted geometry.

ΔE to the lowest compared entry with this formula, charge and spin, kJ/mol: 125.17
SMILES string: O[C@]1(Cl)C(Cl)=CC=C[C@@H]1Cl
HOMO energy, Ha: -0.33318
Charge: 0
HOMO-LUMO gap, Ha: 0.317
E_LUMO, eV: -0.4282

CARTESIAN COORDINATES (ANGSTROEM)
C: -0.413 1.229 0.369
C: 0.888 1.160 1.042
C: -0.923 0.156 -0.306
C: 1.749 0.152 0.738
C: -0.061 -1.049 -0.520
C: 1.434 -0.684 -0.581
O: 2.182 -1.791 -0.708
Cl: 3.373 -0.090 1.161
Cl: -0.409 -2.318 0.867
Cl: 1.508 0.354 -1.993
H: -0.881 2.146 0.449
H: 1.221 1.959 1.584
H: -1.825 0.183 -0.894
H: -0.335 -1.456 -1.478
H: 3.020 -1.589 -0.284

14.
DFT (ωB97M-V with the def2-TZVPD basis set) results for a 2-piece molecular cluster, C6H5ClIP overall at a distorted geometry.

<S²>: 2.015
HOMO energy (spin up / spin down), Ha: -0.28426 / -0.35394
Charge: 0
HOMO-LUMO gap (spin up / spin down), Ha: 0.315 / 0.237
Spin multiplicity: 3
E_LUMO (spin up / spin down), eV: 0.8399 / -3.1849

CARTESIAN COORDINATES (ANGSTROEM)
C: -1.537 0.164 -0.524
C: -1.397 0.346 0.863
C: -0.461 0.034 -1.338
C: -0.022 0.403 1.352
C: 0.837 -0.047 -0.849
C: 1.068 0.216 0.471
P: 2.875 0.371 0.907
Cl: 2.941 0.547 2.835
I: -0.805 -3.230 -2.750
H: -2.452 0.135 -0.920
H: -2.156 0.432 1.629
H: -0.561 -0.099 -2.372
H: 0.190 0.666 2.414
H: 1.480 0.064 -1.718

15.
DFT (ωB97M-V with the def2-TZVPD basis set) results for C6H5CsNO2 as an isolated structure at a distorted geometry.

ΔE to the lowest compared entry with this formula, charge and spin, kJ/mol: 22.26
HOMO energy, Ha: -0.47915
Charge: +1
HOMO-LUMO gap, Ha: 0.334
E_LUMO, eV: -3.9541

CARTESIAN COORDINATES (ANGSTROEM)
Cs: -1.662 -2.526 3.651
C: -0.716 1.199 -1.674
C: -1.266 0.009 -1.218
C: -0.670 -0.736 -0.213
C: 0.503 -0.292 0.376
C: 1.053 0.898 -0.073
C: 0.454 1.647 -1.075
N: 1.123 -1.012 1.472
O: 2.193 -0.602 1.848
O: 0.595 -2.025 1.927
H: -1.160 1.706 -2.518
H: -2.123 -0.481 -1.663
H: -1.193 -1.631 0.104
H: 1.934 1.280 0.428
H: 0.936 2.567 -1.374

| no. | DFT total energy (eV) |
| --- | --- |
| 1 | -14473.05779 |
| 2 | -81091.43824 |
| 3 | -74778.44109 |
| 4 | -65362.00334 |
| 5 | -83822.82272 |
| 6 | -90157.49294 |
| 7 | -83783.87154 |
| 8 | -78390.02322 |
| 9 | -78386.90021 |
| 10 | -45155.00049 |
| 11 | -58601.13006 |
| 12 | -64323.55623 |
| 13 | -45916.43001 |
| 14 | -36213.12005 |
| 15 | -12428.17335 |